{
  "formula": "C35H61BrN5O7P2S",
  "method": "ωB97M-V with the def2-TZVPD basis set",
  "species": ["C", "C", "N", "C", "C", "C", "C", "C", "C", "C", "C", "C", "C", "O", "P", "C", "S", "C", "C", "O", "C", "O", "C", "C", "C", "C", "C", "C", "P", "N", "O", "C", "C", "C", "C", "Br", "H", "H", "H", "H", "H", "H", "H", "H", "H", "H", "H", "H", "H", "H", "H", "H", "H", "H", "H", "H", "H", "H", "H", "H", "H", "H", "H", "H", "H", "H", "H", "H", "H", "H", "H", "H", "H", "H", "H", "H", "C", "C", "O", "N", "C", "H", "H", "H", "H", "H", "H", "H", "C", "C", "O", "N", "C", "H", "H", "H", "H", "H", "H", "H", "C", "C", "O", "N", "C", "H", "H", "H", "H", "H", "H", "H"],
  "xyz": [[-0.467, -1.381, 4.576], [0.766, -0.336, 4.148], [1.361, -0.703, 2.814], [0.821, 0.089, 1.654], [0.913, -0.959, 0.397], [0.992, -2.543, 0.785], [-0.314, -3.164, 1.544], [-1.345, -4.024, 0.613], [-1.932, -3.569, -0.867], [-3.014, -4.428, -1.756], [-3.571, -5.845, -1.135], [-2.983, -6.375, 0.338], [-1.895, -5.486, 1.208], [-0.481, 0.806, 1.867], [-0.585, 2.438, 1.168], [-0.766, 1.901, -0.661], [-2.292, 0.989, -1.144], [-2.899, -0.272, 0.072], [-4.262, -0.965, -0.610], [-2.263, 2.505, 1.594], [-3.024, 3.591, 1.017], [-2.770, 4.896, 0.969], [-4.527, 3.189, 0.393], [-5.652, 2.594, 1.447], [-7.196, 2.215, 0.966], [-7.656, 2.450, -0.613], [-6.497, 3.023, -1.672], [-4.942, 3.399, -1.186], [-0.245, 3.336, 3.148], [-0.830, 4.836, 3.316], [1.188, 2.535, 1.042], [1.898, 1.348, 1.535], [3.426, 1.065, 1.023], [3.914, 1.924, -0.279], [2.924, 1.868, -1.581], [5.657, 1.049, -0.879], [-1.393, -1.145, 3.900], [-0.028, -2.462, 4.327], [-0.675, -1.364, 5.727], [1.616, -0.551, 4.959], [0.482, 0.789, 4.288], [2.399, -0.786, 2.825], [-0.046, -0.799, -0.296], [1.831, -0.755, -0.338], [1.119, -3.130, -0.247], [1.960, -2.849, 1.413], [0.000, -3.814, 2.487], [-0.927, -2.245, 1.968], [-1.527, -2.519, -1.264], [-3.372, -3.958, -2.783], [-4.377, -6.457, -1.746], [-3.373, -7.409, 0.771], [-1.500, -5.881, 2.260], [-0.464, 3.805, 0.630], [0.194, 1.307, -1.051], [-0.746, 2.917, -1.290], [-3.295, 0.164, 1.111], [-2.093, -1.083, 0.376], [-4.312, -2.111, -0.379], [-4.288, -0.732, -1.781], [-5.194, -0.365, -0.171], [-5.387, 2.427, 2.597], [-7.960, 1.820, 1.787], [-8.770, 2.212, -0.937], [-6.861, 3.183, -2.795], [-4.179, 3.823, -1.989], [-0.921, 2.481, 4.116], [1.180, 3.436, 3.488], [-0.070, 5.501, 3.579], [2.076, 1.629, 2.676], [3.542, -0.111, 0.913], [4.163, 1.363, 1.915], [4.217, 3.046, -0.037], [2.276, 0.899, -1.682], [2.198, 2.787, -1.519], [3.558, 1.950, -2.587], [-4.150, 5.648, -6.825], [-3.964, 4.230, -6.362], [-4.630, 3.302, -6.818], [-3.024, 3.982, -5.407], [-2.145, 4.919, -4.750], [-4.935, 5.681, -7.587], [-4.457, 6.279, -5.987], [-3.224, 6.023, -7.268], [-2.961, 3.003, -5.151], [-1.115, 4.612, -4.945], [-2.337, 4.866, -3.675], [-2.293, 5.943, -5.097], [5.491, -1.990, -2.669], [4.075, -2.345, -2.311], [3.339, -1.565, -1.710], [3.608, -3.574, -2.671], [4.303, -4.626, -3.374], [5.713, -0.979, -2.314], [6.185, -2.684, -2.188], [5.621, -2.010, -3.754], [2.646, -3.735, -2.394], [3.748, -4.846, -4.289], [4.307, -5.514, -2.737], [5.328, -4.352, -3.626], [6.772, -1.128, 2.899], [5.434, -1.363, 3.543], [4.571, -0.490, 3.592], [5.187, -2.589, 4.086], [6.057, -3.740, 4.134], [6.815, -0.105, 2.515], [7.570, -1.254, 3.635], [6.912, -1.817, 2.062], [4.264, -2.666, 4.500], [5.554, -4.565, 3.624], [6.207, -4.007, 5.183], [7.022, -3.553, 3.663]],
  "mulliken_charge": [-0.70, -0.18, 0.58, 0.05, 1.26, 0.01, 0.28, 0.33, -0.07, -0.39, -0.34, -0.40, -0.48, -0.12, 0.51, 0.02, -0.24, 1.17, -0.80, -0.27, 0.12, -0.50, 0.42, -0.21, -0.40, -0.37, -0.42, -0.15, 0.47, -0.82, -0.56, -0.08, -0.51, -0.03, -0.52, -0.26, 0.10, 0.07, 0.42, 0.31, -0.08, -0.05, -0.65, -1.11, -0.04, -0.05, 0.25, -0.28, 0.18, 0.29, 0.27, 0.24, 0.20, 0.07, -0.29, 0.38, 0.19, -1.03, 0.29, 0.21, 0.20, 0.28, 0.25, 0.27, 0.25, 0.24, -0.01, -0.09, 0.20, -0.17, 0.21, 0.26, 0.42, -0.03, 0.18, 0.41, -1.20, 0.81, -0.67, -0.14, -0.73, 0.29, 0.34, 0.34, 0.18, 0.28, 0.20, 0.32, -0.83, 0.64, -0.41, -0.18, -0.98, -0.31, 0.36, 0.38, 0.20, 0.30, 0.30, 0.37, -1.42, 0.87, -0.62, -0.12, -0.94, 0.26, 0.43, 0.38, 0.24, 0.29, 0.30, 0.36],
  "gap_ev": 5.79,
  "energy_ha": -5824.8169,
  "total_charge": -1,
  "fmax_ha_per_bohr": 0.1629,
  "de_lowest_ev": 20.083
}

***

{
  "formula": "C35H62BN9O5S2",
  "method": "ωB97M-V with the def2-TZVPD basis set",
  "species": ["C", "C", "C", "C", "O", "C", "C", "C", "C", "S", "C", "C", "C", "N", "C", "C", "C", "C", "O", "B", "O", "O", "C", "N", "C", "O", "C", "S", "C", "C", "C", "H", "H", "H", "H", "H", "H", "H", "H", "H", "H", "H", "H", "H", "H", "H", "H", "H", "H", "H", "H", "H", "H", "H", "H", "H", "H", "H", "H", "H", "H", "H", "H", "H", "H", "H", "H", "H", "H", "H", "H", "H", "C", "C", "N", "H", "H", "H", "C", "C", "N", "H", "H", "H", "C", "C", "N", "H", "H", "H", "C", "C", "N", "H", "H", "H", "C", "C", "N", "H", "H", "H", "C", "C", "N", "H", "H", "H", "C", "C", "N", "H", "H", "H"],
  "xyz": [[5.405, -0.610, 2.411], [4.247, 0.076, 1.687], [3.397, -0.923, 0.878], [2.341, -1.578, 1.797], [1.096, -0.902, 1.836], [0.182, -1.088, 0.732], [0.271, 0.158, -0.167], [0.673, 1.431, 0.615], [0.135, 2.683, -0.134], [-0.528, 3.893, 1.082], [-1.161, -1.316, 1.509], [-2.276, -0.241, 1.442], [-3.445, -0.515, 0.465], [-3.436, 0.504, -0.631], [-4.464, 1.547, -0.380], [-4.009, 2.925, -0.916], [-3.807, -0.135, -1.874], [-2.990, 0.304, -3.069], [-4.691, -0.911, -1.978], [-0.790, -1.308, 3.080], [-0.719, -0.115, 3.803], [-0.503, -2.483, 3.767], [-1.270, -2.504, 4.996], [-1.519, -2.739, 1.243], [-0.367, -3.391, 0.817], [0.012, -4.456, 1.135], [0.241, -2.363, -0.167], [-1.155, -2.138, -1.421], [1.447, -2.701, -1.060], [1.275, -3.712, -2.203], [0.638, -5.058, -1.837], [6.111, 0.157, 2.733], [5.963, -1.300, 1.757], [5.087, -1.136, 3.312], [4.590, 0.895, 1.060], [3.600, 0.475, 2.472], [4.058, -1.739, 0.571], [2.964, -0.504, -0.024], [2.755, -1.498, 2.804], [2.254, -2.654, 1.628], [-0.690, 0.401, -0.619], [0.994, 0.056, -0.976], [1.752, 1.542, 0.666], [0.211, 1.439, 1.595], [-0.708, 2.438, -0.778], [0.902, 3.145, -0.747], [-1.380, 3.101, 1.768], [-1.904, 0.740, 1.162], [-2.752, -0.102, 2.414], [-3.472, -1.533, 0.096], [-4.384, -0.370, 1.009], [-4.686, 1.703, 0.679], [-5.385, 1.299, -0.918], [-4.675, 3.675, -0.488], [-4.036, 2.984, -1.999], [-3.016, 3.115, -0.511], [-1.948, 0.072, -2.865], [-3.063, 1.393, -3.093], [-3.362, -0.115, -3.996], [0.218, 0.081, 3.945], [-2.245, -2.030, 4.868], [-1.465, -3.534, 5.288], [-0.719, -1.991, 5.776], [-2.072, -3.232, 1.929], [-1.880, -3.260, -1.266], [1.886, -1.804, -1.491], [2.229, -3.111, -0.413], [0.800, -3.292, -3.082], [2.290, -3.956, -2.534], [-0.359, -4.981, -1.419], [1.312, -5.649, -1.223], [0.529, -5.615, -2.772], [6.391, -4.748, 1.512], [6.530, -3.706, 0.507], [6.640, -2.884, -0.287], [6.549, -5.735, 1.079], [7.114, -4.617, 2.316], [5.395, -4.735, 1.955], [-0.793, 7.663, -1.390], [-0.906, 6.318, -1.931], [-0.995, 5.253, -2.348], [-1.770, 8.074, -1.140], [-0.191, 7.675, -0.482], [-0.327, 8.339, -2.106], [3.024, 9.154, -1.195], [2.081, 10.073, -0.574], [1.332, 10.793, -0.087], [2.713, 8.895, -2.206], [4.019, 9.594, -1.255], [3.104, 8.229, -0.624], [-2.171, -0.327, -6.972], [-1.096, 0.598, -6.644], [-0.247, 1.327, -6.388], [-2.344, -1.040, -6.166], [-3.109, 0.199, -7.146], [-1.946, -0.897, -7.872], [-7.369, 0.381, 2.513], [-6.267, 1.276, 2.830], [-5.391, 1.980, 3.065], [-7.523, -0.349, 3.307], [-8.298, 0.934, 2.384], [-7.175, -0.166, 1.590], [-2.086, -6.708, 1.406], [-1.807, -8.135, 1.455], [-1.586, -9.261, 1.495], [-2.543, -6.364, 2.333], [-1.173, -6.127, 1.252], [-2.772, -6.470, 0.592], [6.235, 3.087, -1.441], [4.789, 3.051, -1.281], [3.649, 3.022, -1.156], [6.513, 3.093, -2.494], [6.659, 3.978, -0.980], [6.703, 2.218, -0.979]],
  "mulliken_charge": [-1.25, -0.63, 0.33, -1.06, -0.32, 0.76, -0.81, -0.03, -0.70, -0.25, 1.67, -0.44, -1.54, 0.90, -0.14, -1.20, 0.28, -1.02, -0.59, 0.84, -0.63, -0.50, -0.81, 0.01, -1.48, -0.79, 1.68, -0.35, -0.80, -0.88, -1.06, 0.45, 0.15, 0.32, 0.29, 0.19, 0.17, 0.13, 0.76, 0.16, -0.61, 0.78, 0.15, 0.35, 0.01, 0.49, 0.10, -0.78, 0.67, 0.68, 0.10, -0.06, 0.42, 0.50, 0.35, 0.02, 0.21, 0.18, 0.30, 0.33, 0.28, 0.25, 0.30, 0.49, 0.17, 0.24, 0.28, 0.40, 0.54, 0.13, 0.28, 0.45, -0.86, 0.43, -0.40, 0.35, 0.29, 0.24, -0.81, 0.36, -0.34, 0.30, 0.22, 0.27, -0.79, 0.34, -0.39, 0.27, 0.32, 0.26, -0.76, 0.39, -0.39, 0.21, 0.27, 0.31, -0.89, 0.46, -0.42, 0.30, 0.33, 0.27, -0.22, 0.16, -0.40, 0.29, -0.06, 0.29, -0.94, 0.45, -0.37, 0.30, 0.28, 0.28],
  "gap_ev": 8.68,
  "energy_ha": -3061.0015,
  "total_charge": 0,
  "fmax_ha_per_bohr": 0.0680
}

***

| no. | molecular weight (g/mol) |
| --- | --- |
| 1 | 837.8 |
| 2 | 763.9 |